# 1
Formula: C43H39ClMnN4O7S2Sb
Source: the OMol25 dataset
Level of theory: wB97M-V/def2-TZVPD

The geometry in XYZ format:
```
98
Properties=species:S:1:pos:R:3:forces:R:3:lowdin_charge:R:1
Mn 1.883994 0.485845 -1.473275 -0.109 -0.121 0.024 0.565
O 5.491846 -0.316851 3.112100 -0.002 0.242 -0.278 0.111
C 4.395492 -0.821062 3.648797 -0.123 0.051 0.092 -0.517
O 4.446577 -1.677961 4.500263 0.001 -0.030 -0.049 0.051
C 3.090567 -0.260506 3.184838 -0.277 -0.105 0.022 -0.047
C 1.874276 -0.487452 3.806977 0.186 -0.018 0.038 -0.556
Cl 1.555403 -1.490089 5.149106 -0.018 0.013 -0.058 0.806
N 0.913108 0.191420 3.127838 0.043 -0.147 0.042 -0.043
N 1.441356 0.795098 2.050602 -0.061 0.337 -0.098 0.182
C 2.727768 0.548977 2.070086 0.091 -0.194 0.156 -0.132
C 3.600947 1.105615 0.988194 0.463 -0.172 0.317 -0.532
O 4.778007 1.372094 1.276217 0.126 -0.081 0.249 0.044
O 3.115447 1.273675 -0.155152 -0.434 0.345 -0.442 -0.102
C -0.471275 0.422960 3.396018 -0.093 -0.039 -0.049 -0.163
C -1.271559 0.839646 2.333888 0.092 -0.124 0.056 -0.009
C -2.603813 1.133051 2.564580 -0.135 0.064 -0.160 -0.079
C -3.151851 1.015139 3.834274 0.044 -0.058 0.037 -0.098
C -2.345820 0.599621 4.883591 -0.062 0.009 -0.065 -0.090
C -1.006095 0.307079 4.674095 -0.004 0.118 -0.052 -0.048
H 5.278712 0.401644 2.432706 0.000 -0.116 0.125 0.064
H -0.842966 0.928098 1.343460 0.022 0.007 0.004 0.094
H -3.220804 1.453299 1.729350 0.063 -0.010 0.066 0.107
H -4.196585 1.243987 4.002668 0.007 0.006 0.002 0.097
H -2.750546 0.508341 5.884144 -0.010 0.010 -0.020 0.100
H -0.395662 0.019913 5.511965 0.049 -0.004 -0.001 0.057
C 5.018975 4.037618 -0.795989 0.055 -0.011 -0.071 -0.068
C 4.045121 4.779495 -1.697787 0.021 -0.009 -0.053 -0.244
N 2.646751 4.613000 -1.309217 -0.083 0.001 -0.177 -0.111
C 2.096388 5.530604 -0.315709 -0.036 -0.052 0.082 -0.203
C 2.111353 4.961101 1.098139 -0.041 -0.009 -0.003 -0.061
C 1.868421 3.653408 -1.830574 -0.020 0.044 0.383 -0.723
S 2.473950 2.536191 -2.981001 0.035 -0.235 -0.172 0.685
N 0.568506 3.688141 -1.468763 0.028 0.022 -0.088 0.124
C -0.151867 2.628221 -1.220282 -0.040 0.433 -0.183 -0.454
O 0.262487 1.479865 -0.899922 0.159 -0.504 0.172 -0.189
C -1.634949 2.778400 -1.310281 -0.046 0.069 0.050 -0.130
C -2.290013 3.910056 -0.842153 0.023 -0.008 0.017 -0.032
C -3.668505 4.006851 -0.957300 -0.025 0.013 0.006 -0.094
C -4.391854 2.988103 -1.565168 -0.008 0.002 -0.002 -0.096
C -3.734978 1.868913 -2.059941 -0.013 -0.025 0.032 -0.065
C -2.359710 1.760141 -1.922198 0.062 0.001 0.030 -0.020
H 6.041373 4.222581 -1.133107 -0.002 0.007 -0.006 0.076
H 4.832742 2.965418 -0.834082 -0.029 0.036 0.041 0.054
H 4.946538 4.360161 0.242066 -0.006 -0.003 0.016 0.064
H 4.147424 4.414584 -2.716851 0.002 0.029 -0.015 0.065
H 4.249716 5.853405 -1.704677 -0.013 -0.004 0.043 0.110
H 1.068103 5.747840 -0.601593 0.009 0.045 -0.032 0.104
H 2.670985 6.456577 -0.375289 0.033 -0.026 0.037 0.112
H 1.543010 4.030663 1.131717 0.001 -0.017 0.006 0.070
H 1.652828 5.669557 1.791165 -0.010 0.000 0.002 0.071
H 3.122790 4.752681 1.443062 0.024 -0.010 -0.009 0.062
H -1.711806 4.702524 -0.385053 0.003 0.010 0.000 0.108
H -4.180689 4.882115 -0.577630 -0.007 0.004 0.010 0.096
H -5.467798 3.071087 -1.658621 -0.003 -0.001 -0.004 0.095
H -4.287656 1.074846 -2.548629 0.001 -0.001 0.000 0.094
H -1.824926 0.905738 -2.320858 -0.027 0.072 0.026 0.049
S 0.554192 -0.567690 -3.043251 -0.097 0.073 -0.163 0.251
Sb -0.893604 -1.676579 -1.229735 0.123 -0.174 -0.082 1.440
C -1.409172 -2.414756 0.798694 -0.042 0.013 -0.040 -0.325
C -2.602691 -2.178801 1.466702 -0.016 0.248 0.025 -0.146
C -2.800249 -2.657515 2.755563 -0.022 -0.012 0.121 -0.098
C -1.792278 -3.357674 3.399677 0.009 0.013 0.006 -0.098
C -0.580225 -3.564832 2.752803 -0.007 -0.016 0.063 -0.091
C -0.390899 -3.095207 1.462814 0.039 -0.031 -0.057 -0.132
C -0.344867 -3.666531 -1.840511 -0.053 0.006 0.025 -0.336
C 0.721782 -3.923915 -2.692316 0.067 0.031 0.003 -0.145
C 1.010347 -5.224649 -3.090144 0.016 -0.008 -0.003 -0.092
C 0.229005 -6.281107 -2.649040 0.010 -0.005 -0.005 -0.104
C -0.845342 -6.032723 -1.805222 -0.001 -0.023 0.000 -0.095
C -1.126133 -4.735551 -1.404015 -0.014 0.015 0.032 -0.125
C -2.766772 -1.692117 -2.311053 0.025 -0.058 -0.064 -0.352
C -4.019021 -1.909846 -1.743896 0.006 -0.068 0.099 -0.123
C -5.170307 -1.899219 -2.521673 -0.031 -0.007 0.004 -0.103
C -5.088914 -1.666737 -3.885373 -0.023 0.008 -0.013 -0.108
C -3.847084 -1.452185 -4.465971 -0.002 0.011 -0.013 -0.091
C -2.699019 -1.465959 -3.686883 -0.028 0.035 -0.009 -0.152
H -3.378127 -1.566000 1.022590 0.013 -0.043 -0.014 0.080
H -3.736855 -2.458468 3.263807 0.014 -0.003 -0.001 0.100
H -1.940291 -3.721146 4.409098 0.002 0.006 0.007 0.098
H 0.226292 -4.082176 3.259069 -0.011 0.003 0.001 0.099
H 0.566820 -3.235422 0.975493 -0.081 -0.040 0.031 0.077
H 1.325847 -3.101219 -3.057099 0.000 0.012 0.013 0.046
H 1.849647 -5.407172 -3.750723 -0.001 -0.005 0.001 0.099
H 0.453507 -7.293662 -2.961489 0.000 -0.003 0.000 0.094
H -1.464556 -6.850342 -1.456331 -0.001 -0.001 -0.001 0.097
H -1.962802 -4.560726 -0.736528 -0.003 0.012 0.002 0.096
H -4.119062 -2.110072 -0.686019 0.021 -0.011 -0.040 0.069
H -6.132463 -2.075869 -2.055954 -0.002 0.002 0.004 0.098
H -5.985492 -1.655264 -4.492771 -0.003 0.000 0.000 0.096
H -3.767942 -1.272249 -5.530981 0.001 0.001 -0.006 0.101
H -1.741050 -1.286950 -4.159536 0.007 0.000 0.007 0.045
C 3.392809 -3.120529 -0.416250 -0.027 -0.012 0.006 0.024
C 2.685970 -1.825750 -0.710859 0.254 0.090 -0.138 -0.702
O 3.184305 -1.068210 -1.605458 -0.055 0.069 0.003 -0.114
O 1.660732 -1.477675 -0.083998 0.009 -0.005 0.118 -0.137
H 3.587108 -3.653173 -1.345200 0.011 0.003 -0.027 0.082
H 2.804016 -3.743050 0.253178 -0.006 0.014 0.003 0.078
H 4.353568 -2.892703 0.048023 -0.009 0.002 0.009 0.091
```
Forces are in eV/Å.

## Properties
LUMO energy (spin up / spin down): 1.2 / 1.5 eV
multiplicity: 6
total charge: -1
expectation value of S²: 8.924

=====

# 2
Formula: C43H40BGeN9O3Ti
Source: the OMol25 dataset
Level of theory: wB97M-V/def2-TZVPD

The geometry in XYZ format:
```
98
Properties=species:S:1:pos:R:3:forces:R:3:lowdin_charge:R:1
Ti 0.315622 0.423173 -0.109510 -0.141 -0.245 -0.327 0.970
C 3.880110 1.699640 2.389875 0.016 0.008 0.001 -0.043
C 3.387471 0.832185 1.410851 -0.072 0.075 0.039 -0.125
N 2.421095 1.409100 0.709233 -0.222 -0.091 0.048 0.024
N 2.265612 2.655089 1.221279 0.314 0.112 0.102 0.028
C 3.135460 2.849296 2.236338 -0.062 -0.053 -0.078 -0.069
B 1.245098 3.595026 0.539271 0.043 0.131 0.035 -0.643
N 1.321525 3.330174 -0.975162 -0.007 -0.049 -0.128 0.020
C 2.027907 3.976704 -1.923446 0.045 -0.085 0.049 -0.067
C 1.962086 3.248998 -3.089646 -0.064 -0.008 -0.059 -0.031
C 1.192576 2.127665 -2.759751 0.060 0.100 0.111 -0.121
N 0.821361 2.181311 -1.486993 -0.038 -0.256 -0.045 -0.003
N -0.198141 3.273773 1.015653 -0.217 0.203 -0.065 0.038
C -1.040643 4.110282 1.651921 0.052 -0.061 0.012 -0.048
C -2.280886 3.512138 1.709720 -0.037 0.030 0.028 -0.034
C -2.110097 2.290306 1.059085 0.136 -0.070 0.004 -0.115
N -0.853971 2.157372 0.643642 0.036 -0.012 0.100 -0.034
N 1.478356 5.082736 0.819503 -0.059 -0.018 -0.067 -0.020
C 1.052149 6.127955 0.064014 -0.019 -0.005 -0.017 -0.100
C 1.176157 7.273814 0.808888 -0.114 -0.016 -0.045 -0.063
C 1.654783 6.821956 2.050518 0.113 0.001 0.009 -0.158
N 1.825293 5.511871 2.053809 0.080 -0.053 0.127 0.059
H 4.664867 1.519725 3.104638 -0.023 0.001 -0.023 0.095
H 3.678275 -0.182607 1.195090 0.010 0.006 0.034 0.104
H 3.152405 3.786342 2.762309 0.008 0.026 -0.016 0.098
H 2.537615 4.897966 -1.702111 0.010 -0.006 -0.007 0.121
H 2.404292 3.494874 -4.039837 -0.019 -0.016 0.028 0.096
H 0.922615 1.275414 -3.358656 -0.003 0.019 -0.029 0.098
H -0.694425 5.063584 2.015768 -0.044 -0.005 -0.006 0.118
H -3.181513 3.904722 2.148580 0.024 -0.004 -0.009 0.097
H -2.828676 1.509010 0.880185 -0.010 0.016 0.014 0.104
H 0.667924 5.981193 -0.931261 0.027 0.018 0.013 0.120
H 0.948930 8.280534 0.501310 -0.006 -0.035 0.028 0.092
H 1.892635 7.394593 2.933818 -0.006 -0.016 -0.018 0.100
C -0.748134 -1.794134 2.686215 -0.017 -0.032 0.013 0.013
C -0.057163 -0.496275 2.922408 -0.084 -0.455 0.062 -0.321
O 0.220957 0.237542 1.985604 0.110 0.332 -0.150 -0.056
C 0.333720 -0.071689 4.277686 0.100 0.120 0.166 -0.136
C 0.663371 1.268942 4.487704 -0.016 -0.089 -0.019 0.001
C 1.059073 1.688311 5.744166 0.024 0.093 -0.017 -0.062
C 1.149666 0.773808 6.784968 0.012 -0.011 0.048 -0.073
C 0.839281 -0.562413 6.575502 0.014 -0.046 0.045 -0.070
C 0.424259 -0.987126 5.324474 -0.067 0.039 -0.077 -0.013
H -1.253324 -1.736230 1.722652 -0.024 0.000 -0.008 0.054
H -1.433049 -2.050342 3.492423 -0.020 0.013 -0.015 0.096
H 0.031345 -2.559690 2.611621 -0.023 0.024 0.024 0.086
H 0.607629 1.963815 3.657991 -0.012 -0.021 0.036 0.112
H 1.306661 2.728846 5.912546 -0.005 -0.018 -0.008 0.109
H 1.469499 1.105540 7.764986 -0.009 -0.014 -0.009 0.105
H 0.925335 -1.274155 7.386438 -0.004 0.015 -0.012 0.106
H 0.193419 -2.030912 5.152557 0.013 0.028 0.020 0.117
C -1.269841 -0.367540 -0.650715 0.044 0.053 -0.063 -0.326
Ge -1.688134 -1.803455 -1.871356 0.060 0.171 -0.064 0.944
C -0.536084 -3.383767 -1.649505 -0.068 0.035 -0.087 -0.257
C 0.283121 -3.859055 -2.669409 0.028 0.024 -0.051 -0.118
C 1.058633 -5.001133 -2.496242 0.001 -0.035 -0.012 -0.099
C 1.032774 -5.682457 -1.288995 -0.006 -0.013 -0.033 -0.102
C 0.227518 -5.215945 -0.256703 -0.009 -0.041 0.051 -0.084
C -0.549264 -4.083439 -0.442812 -0.067 0.008 0.090 -0.102
C -1.601901 -1.191374 -3.736343 -0.047 -0.065 0.145 -0.265
C -1.504267 0.173644 -3.991940 -0.009 0.069 0.012 -0.117
C -1.485431 0.660065 -5.292357 0.009 0.018 -0.027 -0.087
C -1.569774 -0.217550 -6.364472 0.000 0.022 0.023 -0.093
C -1.679044 -1.580594 -6.127126 0.009 -0.002 -0.038 -0.090
C -1.697211 -2.058393 -4.824004 -0.011 -0.115 -0.003 -0.132
C -3.538933 -2.367658 -1.495410 0.143 -0.003 -0.040 -0.258
C -3.972614 -2.507297 -0.178144 0.068 0.030 0.113 -0.120
C -5.266355 -2.910337 0.116987 -0.078 -0.025 0.007 -0.093
C -6.159548 -3.177970 -0.912033 0.015 0.001 0.010 -0.098
C -5.747993 -3.035770 -2.229056 -0.042 -0.013 -0.006 -0.091
C -4.449213 -2.635151 -2.514214 0.005 -0.004 -0.095 -0.100
H -2.204699 -0.002682 -0.216546 0.041 -0.001 0.073 -0.029
H 0.331064 -3.328993 -3.614561 0.000 -0.006 0.021 0.095
H 1.682661 -5.356305 -3.308624 -0.008 -0.001 0.019 0.105
H 1.633235 -6.573510 -1.152032 -0.003 0.006 0.002 0.103
H 0.203698 -5.737332 0.693290 0.007 0.013 -0.028 0.107
H -1.177082 -3.739734 0.374103 0.019 -0.014 -0.041 0.091
H -1.443442 0.865290 -3.158270 0.004 -0.004 0.012 0.084
H -1.406962 1.727110 -5.466395 -0.001 -0.021 -0.008 0.103
H -1.555072 0.159588 -7.379485 0.000 -0.008 0.005 0.099
H -1.750613 -2.273682 -6.956740 -0.002 0.014 0.005 0.101
H -1.786347 -3.128224 -4.660545 -0.013 0.025 0.001 0.101
H -3.293293 -2.286801 0.641566 -0.021 -0.010 -0.043 0.080
H -5.580502 -3.012915 1.149217 0.007 0.002 -0.022 0.099
H -7.171668 -3.490377 -0.686311 0.012 0.004 -0.009 0.099
H -6.439266 -3.234175 -3.039558 0.003 0.001 0.024 0.100
H -4.150949 -2.519931 -3.551172 0.006 0.001 0.030 0.090
O 1.381374 -0.491269 -1.737971 -0.014 0.012 -0.122 -0.067
C 1.921587 -1.374954 -1.029414 0.064 -0.038 0.188 -0.495
C 3.069806 -2.278190 -1.389856 -0.017 0.067 -0.012 -0.051
C 3.274824 -3.046977 -0.085839 -0.023 0.005 0.025 -0.059
C 2.274402 -2.418663 0.890511 -0.050 -0.165 0.003 -0.477
O 2.185841 -2.697627 2.067815 0.044 0.039 -0.076 0.060
N 1.494849 -1.499748 0.220516 0.068 0.292 0.063 0.109
H 3.923541 -1.664047 -1.680276 -0.002 0.004 0.001 0.130
H 2.799086 -2.903430 -2.238272 0.011 0.014 0.003 0.107
H 4.278407 -2.958922 0.327417 0.018 0.005 0.006 0.121
H 3.042656 -4.108087 -0.177580 -0.002 0.032 0.008 0.108
```
Forces are in eV/Å.

## Properties
LUMO energy: -0.2 eV
total charge: 0

=====

Question: Among the records above, which one has the highest total charge?
Answer: C43H40BGeN9O3Ti

=====

Question: What is the total charge in the second record?
Answer: 0